1.
{"formula": "CH20F3O21P2SZr2", "method": "the ωB97M-V functional and the def2-TZVPD basis", "elements": ["Zr", "Zr", "C", "F", "F", "F", "S", "O", "O", "O", "P", "O", "O", "O", "O", "P", "O", "O", "O", "O", "O", "H", "H", "O", "H", "H", "O", "H", "H", "O", "H", "H", "O", "H", "H", "O", "H", "H", "O", "H", "H", "O", "H", "H", "O", "H", "H", "O", "H", "H"], "xyz": [[25.09702, 4.47426, -24.33878], [21.23701, 5.29824, -25.04430], [27.92751, 4.69986, -20.20379], [28.95693, 5.09725, -19.62986], [27.84674, 3.38520, -20.06618], [26.84398, 5.27442, -19.58209], [27.91127, 5.29722, -21.96468], [27.88211, 6.74748, -21.87300], [29.07571, 4.78658, -22.65233], [26.70555, 4.81407, -22.65966], [23.65976, 6.77716, -24.25436], [22.13620, 6.97763, -24.33402], [23.14533, 5.30729, -24.35291], [24.52088, 6.11352, -23.21065], [24.34288, 6.09130, -25.37109], [22.43079, 2.67986, -25.49993], [22.06061, 1.33795, -26.00973], [22.02088, 3.94932, -26.37087], [23.90406, 2.89265, -24.90252], [21.41849, 3.32538, -24.52532], [21.26719, 6.31157, -26.95641], [21.44273, 5.93062, -27.81682], [21.36503, 7.25475, -27.08706], [26.92738, 5.91290, -24.98583], [26.64662, 6.82762, -25.01225], [27.80683, 5.92078, -25.36362], [25.64096, 4.05696, -26.49559], [25.97071, 4.60546, -27.20738], [25.34252, 3.25672, -26.92778], [20.65696, 5.12570, -22.87981], [20.89726, 5.67576, -22.13421], [20.46647, 4.27008, -22.49529], [26.14279, 8.81230, -25.16794], [26.64356, 9.43268, -24.63823], [25.24332, 9.13775, -25.13244], [24.48270, 3.36508, -22.49282], [24.04242, 2.51609, -22.45265], [24.71567, 3.55781, -21.58463], [19.41018, 6.74583, -24.61409], [18.48325, 6.57511, -24.44709], [19.55802, 7.62631, -24.26894], [24.10912, 7.71021, -27.44283], [24.46227, 7.15358, -26.74880], [23.77555, 7.09592, -28.09675], [23.84501, 6.29965, -20.54063], [23.83478, 5.37940, -20.27745], [24.05291, 6.27982, -21.47477], [20.45643, 9.16729, -23.49131], [20.44988, 10.06653, -23.81928], [21.33183, 8.84175, -23.70093]], "forces_ev_per_angstrom": [[0.733, -0.945, 1.136], [1.233, -4.220, 0.827], [-3.558, -0.111, -1.016], [3.376, 1.407, 1.513], [-0.454, -0.594, -0.378], [0.321, -0.655, -0.483], [2.044, 2.611, -2.364], [-0.317, -1.129, 0.756], [-0.230, -0.558, 0.997], [-2.284, -1.985, 0.002], [-2.173, -4.715, 1.140], [-1.523, 9.260, 0.400], [-7.857, -12.115, 2.531], [4.012, 5.014, 6.354], [7.410, 6.794, -10.363], [-1.727, -0.214, -0.886], [1.366, 1.349, 0.503], [2.000, 1.519, -4.396], [-0.013, -0.093, -0.761], [-2.039, -0.833, 5.387], [-0.269, 0.737, -0.685], [0.119, -0.851, -0.247], [0.025, 0.680, 0.207], [-0.319, -0.482, -0.540], [-0.301, 0.962, 0.121], [0.503, -0.417, 0.169], [0.259, -0.273, -0.108], [0.339, 0.613, 0.045], [-0.433, -0.650, 0.094], [-0.462, 0.012, 0.602], [0.179, 0.620, 0.172], [0.111, -0.766, -0.208], [-0.074, -0.572, -0.035], [0.348, 0.174, 0.277], [-0.175, 0.289, -0.256], [-0.064, -0.093, 0.502], [-0.399, -0.411, -0.591], [0.617, 0.466, 0.296], [-0.128, -0.725, -0.792], [-0.373, -0.322, -0.032], [0.590, 1.219, 0.454], [-0.418, 0.748, -0.436], [0.270, -0.414, 0.168], [0.081, -0.088, -0.291], [-0.565, 0.096, 0.389], [0.033, -0.104, 0.308], [0.444, -0.009, -0.357], [-0.398, -0.286, -0.106], [-0.219, 0.379, 0.002], [0.361, -0.317, -0.021]], "relative_energy_kcal_mol": 40.8, "homo_lumo_gap_ev": 5.81, "multiplicity": 1, "lumo_energy_ev": -6.29, "fmax_ha_per_bohr": 0.285, "charge": 1}

---

2.
{"formula": "CH20O9", "method": "the ωB97M-V functional and the def2-TZVPD basis", "elements": ["O", "H", "H", "H", "C", "O", "H", "H", "H", "O", "H", "H", "O", "H", "H", "O", "H", "H", "O", "H", "H", "O", "H", "H", "O", "H", "H", "O", "H", "H"], "xyz": [[0.12003, -0.29376, -0.71820], [0.67932, -1.02028, -0.43364], [-0.79677, -0.57775, -0.73876], [0.15684, 0.44522, -0.10652], [-1.13048, 1.55584, 0.96785], [0.21751, 1.31311, 0.67375], [-1.59172, 2.30043, 0.31902], [-1.75657, 0.66498, 1.01760], [-1.19374, 2.02364, 1.95033], [-1.83542, -0.77403, -0.76402], [-2.31768, -0.96034, 0.04155], [-2.48404, -0.87462, -1.46074], [0.86070, -2.09592, 0.20221], [1.46495, -2.63368, -0.30958], [1.39966, -1.73118, 0.90415], [0.42079, -0.74963, 1.97669], [-0.13788, -0.92650, 2.73354], [-0.02690, -0.04580, 1.50719], [-0.04829, 1.09934, -2.79395], [0.33066, 1.54411, -2.03579], [-0.97808, 1.32486, -2.76449], [1.23965, 2.68466, -0.66411], [1.42788, 3.57202, -0.35852], [0.60315, 2.34429, -0.03543], [2.32689, -0.20785, -0.81795], [2.74009, 0.53274, -0.37409], [2.63071, -0.14483, -1.72347], [-1.02087, -2.68112, 1.55080], [-0.95888, -3.53512, 1.12293], [-0.34152, -2.15283, 1.13169]], "forces_ev_per_angstrom": [[2.639, -0.958, -5.047], [0.262, 0.343, -0.569], [2.468, 0.110, -0.608], [1.118, 2.591, 1.169], [0.282, 1.221, 1.107], [-2.798, 1.681, 4.293], [-0.209, -0.106, -0.569], [-0.153, -0.067, -0.064], [-0.192, -0.034, 0.394], [-10.187, -2.258, -0.450], [-0.030, -0.374, 0.619], [-0.052, -0.024, -0.600], [3.178, -4.619, -0.405], [0.180, -0.462, -0.376], [0.287, 0.324, 0.811], [0.261, -0.077, 2.287], [0.089, -0.320, 0.356], [0.689, 1.157, -0.122], [-0.349, 0.088, -1.257], [0.448, 0.376, 0.367], [-0.132, 0.176, -0.080], [2.375, 2.756, -2.926], [0.269, 0.340, -0.345], [-0.434, -0.919, 1.156], [2.451, -0.182, 0.007], [0.019, 0.477, 0.143], [-0.040, 0.139, -0.303], [-2.163, -0.923, 0.830], [-0.117, -0.181, -0.034], [-0.159, -0.276, 0.217]], "relative_energy_kcal_mol": 179.3, "homo_lumo_gap_ev": 8.97, "multiplicity": 1, "lumo_energy_ev": 0.09, "fmax_ha_per_bohr": 0.203}

---

3.
{"formula": "CH21O13", "method": "the ωB97M-V functional and the def2-TZVPD basis", "elements": ["C", "O", "O", "O", "H", "O", "H", "H", "O", "H", "H", "O", "H", "H", "O", "H", "H", "O", "H", "H", "O", "H", "H", "O", "H", "H", "O", "H", "H", "O", "H", "H", "O", "H", "H"], "xyz": [[0.89829, 0.62729, 0.08902], [0.23143, 0.37101, 1.08157], [2.21887, 0.70695, 0.20685], [0.31381, 0.61379, -1.01352], [2.47060, 0.77524, 1.16558], [0.55316, 1.35045, 3.62805], [0.54667, 1.03971, 2.73279], [-0.32927, 1.18559, 4.00126], [-1.72310, 1.93049, 1.74130], [-1.18889, 1.11046, 1.56606], [-1.29428, 2.65831, 1.29695], [0.77531, -0.32267, -3.41752], [-0.12707, -0.37819, -3.72877], [0.86866, -0.30850, -2.45061], [1.08661, 2.98065, -1.79528], [0.85702, 2.09175, -1.69402], [0.35654, 3.44734, -2.22510], [-1.95368, -2.08070, 2.17294], [-2.01057, -1.56079, 2.98008], [-1.02225, -2.11868, 2.05022], [0.87406, -2.00591, 2.17715], [0.90317, -1.04538, 1.92811], [1.45844, -2.51510, 1.71435], [2.01807, -1.82497, -1.31430], [2.54093, -2.63988, -1.18978], [2.24205, -1.12335, -0.68076], [-0.86299, -2.52533, -1.57347], [0.08478, -2.44798, -1.39768], [-1.15874, -1.77111, -1.00018], [-2.11231, -0.40196, -0.21509], [-1.25083, -0.00441, -0.19522], [-2.24900, -0.82743, 0.60249], [-1.54583, 1.77891, -2.71940], [-1.47312, 2.22859, -1.88745], [-0.99653, 1.00582, -2.63662]], "forces_ev_per_angstrom": [[-2.090, -1.113, -1.720], [0.160, -0.397, 3.712], [1.822, 0.516, 0.538], [1.867, 0.562, -0.262], [-0.540, -0.081, -1.213], [0.111, 0.280, 1.838], [-0.448, -0.304, -0.950], [0.486, 0.191, -0.564], [-0.491, -0.784, 0.542], [-0.589, 1.445, -0.218], [0.357, -0.007, -0.167], [0.969, 0.096, -0.949], [-0.185, -0.271, 0.565], [-0.798, -0.069, -0.561], [0.883, 3.604, -0.239], [-0.871, -2.405, -0.106], [0.285, -0.554, 0.024], [-1.566, 0.327, 0.468], [-0.304, 0.014, 0.080], [1.804, -0.396, -0.453], [-2.440, 2.509, 2.323], [0.013, -1.039, -0.204], [2.350, -1.682, -2.107], [0.090, -0.608, 0.100], [-0.177, 1.001, 0.226], [0.485, -0.611, -0.152], [0.278, 0.735, 0.937], [0.177, -0.274, -0.475], [-0.665, -0.680, -0.733], [-0.914, 0.197, -1.964], [0.555, 0.496, 0.004], [-0.230, -0.897, 1.775], [-0.709, 0.522, -1.092], [-0.037, -0.017, 0.713], [0.361, -0.308, 0.284]], "relative_energy_kcal_mol": 31.1, "homo_lumo_gap_ev": 9.58, "multiplicity": 1, "lumo_energy_ev": 2.45, "fmax_ha_per_bohr": 0.082, "charge": -1}

---

Summary of HOMO level in eV
-12.1 -8.9 -7.1
(order as listed above)